Entry 1:
{"formula": "C72H40F6NO14S2Tl", "method": "the ωB97M-V functional and the def2-TZVPD basis", "elements": ["Tl", "C", "F", "F", "F", "S", "O", "O", "N", "S", "O", "O", "C", "F", "F", "F", "C", "C", "C", "C", "C", "C", "C", "O", "C", "C", "C", "C", "C", "C", "C", "O", "H", "H", "H", "H", "H", "H", "H", "H", "C", "C", "C", "C", "C", "C", "C", "O", "C", "C", "C", "C", "C", "C", "C", "O", "H", "H", "H", "H", "H", "H", "H", "H", "C", "C", "C", "C", "C", "C", "C", "O", "C", "C", "C", "C", "C", "C", "C", "O", "H", "H", "H", "H", "H", "H", "H", "H", "C", "C", "C", "C", "C", "C", "C", "O", "C", "C", "C", "C", "C", "C", "C", "O", "H", "H", "H", "H", "H", "H", "H", "H", "C", "C", "C", "C", "C", "C", "C", "O", "C", "C", "C", "C", "C", "C", "C", "O", "H", "H", "H", "H", "H", "H", "H", "H"], "positions_angstrom": [[0.9093, -3.4677, 0.2981], [1.5873, -1.2948, 4.1775], [2.5001, -0.5695, 4.8653], [1.9963, -2.5365, 4.3157], [0.5596, -1.2230, 4.9776], [1.1973, -0.7365, 2.4683], [-0.0174, -1.4229, 2.1287], [1.2705, 0.7045, 2.5328], [2.3317, -1.3434, 1.6239], [3.6910, -0.6384, 1.3775], [3.9292, 0.3836, 2.3870], [4.7988, -1.5108, 0.9414], [3.4062, 0.2984, -0.1775], [2.8896, 1.4765, -0.0076], [4.5064, 0.5207, -0.8807], [2.5381, -0.2441, -0.9859], [5.1215, -10.3385, 0.1880], [4.3061, -9.6263, -0.6215], [4.0602, -8.2939, -0.2284], [4.6257, -7.7765, 0.8984], [5.3959, -8.5187, 1.7784], [5.6837, -9.8287, 1.3830], [5.9426, -8.0129, 3.0075], [6.5269, -8.7784, 3.7803], [5.5673, -6.6380, 3.4081], [5.9926, -6.1998, 4.6655], [5.6017, -4.8996, 5.0512], [4.8434, -4.0440, 4.2516], [4.4394, -4.4835, 2.9867], [4.7765, -5.8308, 2.6331], [4.2951, -6.3676, 1.3259], [3.5022, -5.6770, 0.6266], [5.2386, -11.4118, 0.0456], [3.8025, -9.9501, -1.5157], [3.4892, -7.6031, -0.8418], [6.2004, -10.4944, 2.0626], [6.4550, -6.8921, 5.3562], [5.7962, -4.6487, 6.0876], [4.5237, -3.0805, 4.6252], [3.8959, -3.7925, 2.3574], [-3.2626, 2.9885, -1.0739], [-2.1286, 2.6118, -0.1672], [-1.4026, 1.4791, -0.4849], [-1.7399, 0.8063, -1.6783], [-2.7841, 1.1910, -2.5266], [-3.6053, 2.2993, -2.2136], [-2.7721, 0.6452, -3.9091], [-3.7238, 0.8505, -4.6189], [-1.5252, -0.0185, -4.4075], [-1.3494, -0.1467, -5.7926], [-0.1817, -0.7250, -6.2523], [0.7651, -1.2266, -5.3513], [0.5299, -1.1255, -3.9895], [-0.5973, -0.4530, -3.5148], [-0.8143, -0.3216, -2.0672], [-0.2361, -1.0061, -1.2398], [-3.7513, 3.9139, -0.8128], [-1.9384, 3.2160, 0.7069], [-0.6746, 1.1065, 0.2260], [-4.3819, 2.7412, -2.8148], [-2.0416, 0.2395, -6.5290], [0.0417, -0.6618, -7.3041], [1.7759, -1.4428, -5.6735], [1.3193, -1.3123, -3.2705], [2.1342, 2.1706, -3.2509], [2.1674, 1.7438, -4.5420], [1.1148, 2.2454, -5.3684], [0.1776, 3.1315, -4.8791], [0.1900, 3.5495, -3.5614], [1.2236, 3.1248, -2.7326], [-0.8632, 4.4628, -3.1175], [-0.8319, 4.8877, -1.9734], [-1.9928, 4.8665, -4.0524], [-3.0475, 5.5919, -3.5894], [-4.0691, 5.9493, -4.4999], [-4.1210, 5.3415, -5.7605], [-2.9941, 4.6276, -6.2501], [-1.9477, 4.3684, -5.3262], [-0.7043, 3.7845, -5.8627], [-0.5225, 3.7606, -7.0667], [2.9594, 1.9246, -2.5959], [3.0017, 1.1700, -4.9457], [1.2097, 2.1282, -6.4474], [1.3208, 3.4721, -1.7192], [-3.1844, 5.9485, -2.5773], [-5.0021, 6.4616, -4.3131], [-4.9903, 5.3786, -6.4070], [-2.9581, 4.1967, -7.2442], [-4.5739, -3.1352, -2.8121], [-5.2826, -1.9929, -3.2296], [-5.3153, -0.9417, -2.3146], [-4.7430, -1.0958, -1.0014], [-3.9973, -2.2604, -0.6693], [-3.9867, -3.2976, -1.5960], [-3.1260, -2.3172, 0.4853], [-2.2570, -3.1666, 0.5949], [-3.3806, -1.3047, 1.5329], [-2.7353, -1.3532, 2.7461], [-2.7985, -0.3388, 3.6875], [-3.5542, 0.8159, 3.4437], [-4.1968, 0.9253, 2.2162], [-4.1492, -0.1744, 1.2937], [-4.7927, -0.0388, -0.0042], [-5.5127, 0.9205, -0.2193], [-4.5580, -3.9948, -3.4745], [-5.7429, -1.8971, -4.2053], [-5.7168, 0.0432, -2.5270], [-3.5080, -4.2142, -1.2975], [-2.2625, -2.2905, 2.9972], [-2.4656, -0.4478, 4.7107], [-3.7987, 1.5619, 4.1897], [-4.9322, 1.6951, 1.9959], [-3.8150, 4.7655, 4.7494], [-3.4025, 3.7300, 5.6425], [-2.0589, 3.2844, 5.7462], [-1.1785, 3.8361, 4.7963], [-1.5616, 4.8151, 3.9909], [-2.8796, 5.3109, 3.9235], [-0.6215, 5.3448, 2.9039], [-0.8935, 6.2504, 2.1295], [0.7919, 4.8643, 3.0312], [1.7669, 5.3790, 2.1508], [3.1004, 4.8835, 2.1254], [3.4009, 3.8159, 2.9522], [2.4061, 3.2929, 3.7743], [1.1753, 3.8424, 3.8188], [0.2260, 3.2885, 4.7724], [0.4542, 2.3477, 5.5154], [-4.8576, 5.0065, 4.8187], [-4.1003, 3.2496, 6.3211], [-1.8068, 2.5581, 6.5065], [-3.1061, 6.0263, 3.1316], [1.5292, 6.1594, 1.4329], [3.8100, 5.2618, 1.4061], [4.3817, 3.3812, 2.8955], [2.6579, 2.4609, 4.4107]], "forces_ev_per_angstrom": [[0.0, 0.1, 0.1], [1.2, 0.4, 3.2], [0.6, 0.6, -1.6], [0.6, -1.5, -1.6], [-2.8, 0.5, 0.0], [0.2, 2.1, 1.1], [-0.2, -0.1, -0.1], [-1.1, -1.0, 0.0], [0.1, -2.3, -1.1], [4.5, 1.3, 0.0], [0.2, -1.2, -1.1], [-2.8, 0.9, 1.2], [0.5, 0.9, -0.9], [-0.8, 2.6, 1.8], [1.1, -0.7, 0.2], [-1.2, -2.6, -1.2], [0.9, -1.8, 1.7], [-0.8, 2.4, 0.1], [0.0, -0.2, -1.3], [-0.2, 2.0, 1.5], [0.6, -1.9, -2.0], [-1.0, 0.0, -0.4], [0.0, -1.3, 2.1], [-0.3, 1.4, -0.9], [0.9, -0.1, 1.3], [-1.1, 1.1, -0.3], [0.0, -0.8, 0.8], [0.1, -0.7, -0.5], [0.7, -0.8, 1.1], [-0.5, 1.1, -1.7], [-2.3, 1.2, -1.8], [1.6, -1.2, 1.4], [0.2, 0.2, -0.3], [0.2, -0.6, -0.1], [-0.1, -0.3, 0.1], [0.2, 0.1, -0.2], [0.3, 0.2, -0.1], [0.2, 0.4, -0.1], [0.2, 0.0, 0.0], [-0.1, -0.4, -0.3], [1.5, 0.1, 1.4], [-2.0, 0.0, -1.7], [-0.9, -0.3, -0.3], [1.6, -0.3, 2.0], [-0.2, 1.1, -0.5], [1.0, 0.0, 1.1], [-0.1, 0.0, -0.6], [-0.3, 0.0, -0.3], [-2.0, 0.9, -1.1], [0.3, -0.3, 0.2], [0.3, 0.1, 0.3], [0.0, 0.8, 0.3], [0.7, 0.6, 0.0], [0.9, -1.5, 0.4], [0.1, 0.0, 0.3], [-0.5, 0.4, -0.3], [-0.3, 0.0, -0.1], [0.1, 0.0, 0.0], [0.3, -0.1, -0.4], [-0.1, -0.5, -0.5], [-0.3, 0.1, 0.4], [0.0, -0.3, -0.2], [-0.2, -0.6, -0.2], [0.0, -0.4, -0.1], [0.7, 1.3, 2.1], [-1.7, 0.7, -1.3], [1.8, -0.1, -0.2], [1.0, -0.5, -1.2], [0.0, -0.1, 0.1], [0.1, -1.4, -0.8], [-0.8, 1.1, 0.6], [-0.3, -0.1, 0.3], [1.7, -1.4, 1.5], [-2.3, 1.8, -0.5], [-0.5, -1.7, -0.7], [1.8, -0.6, -0.7], [-0.5, 0.0, 1.8], [-0.8, 1.1, -2.5], [-1.1, -0.7, -1.0], [0.4, -0.2, 0.8], [0.0, -0.2, 0.0], [-0.4, 0.0, 0.1], [-0.4, -0.2, 0.2], [-0.1, 0.1, 0.2], [0.6, -0.1, 0.1], [0.3, 0.4, 1.0], [0.0, 0.5, 0.2], [0.0, 0.2, 0.1], [-1.4, -0.8, -1.8], [0.8, 0.6, 1.4], [0.3, -0.1, 1.0], [1.4, -1.2, -1.0], [-0.9, 0.4, -2.1], [0.6, 0.5, 1.4], [-0.1, -0.6, 1.3], [-0.1, 0.4, 0.0], [0.4, 1.1, 0.4], [0.5, -1.3, 0.7], [-1.2, 1.1, 0.8], [-0.4, -0.4, -0.9], [-0.6, -1.2, -0.3], [1.2, 0.7, 0.0], [-2.1, 1.2, -0.4], [0.1, 0.5, -0.2], [0.1, 0.1, -0.1], [0.2, -0.1, 0.1], [-0.3, -0.3, -0.1], [0.2, -0.2, -0.3], [0.4, 0.1, 0.1], [0.6, -0.4, -0.2], [0.6, -0.1, 0.1], [0.4, 0.1, 0.0], [0.2, -1.7, 1.5], [1.4, -0.1, 0.4], [-2.3, 1.2, -1.0], [1.6, -2.3, 2.6], [-1.1, 2.6, -3.9], [0.4, 0.0, -0.6], [0.3, 1.3, 1.4], [-0.2, -1.3, 0.5], [0.0, 1.2, -2.3], [1.3, 0.3, -0.8], [-1.5, -0.3, 0.3], [0.2, 0.5, -1.0], [2.3, -0.8, 0.3], [-1.3, -0.6, 1.5], [-1.7, -1.4, 1.2], [0.6, 0.6, -0.6], [-0.3, 0.5, -0.5], [-0.2, 0.3, -0.1], [0.4, 0.0, -0.3], [0.0, 0.0, 0.5], [-0.3, -0.1, 0.3], [0.1, 0.2, 0.1], [0.2, -0.3, 0.2], [-0.2, -0.2, 0.1]], "lowdin_charge": [1.091, -0.680, 0.128, 0.153, 0.160, 0.526, -0.374, -0.257, -0.382, 0.618, -0.277, -0.262, -0.744, 0.149, 0.158, 0.128, -0.048, -0.036, 0.005, -0.100, -0.098, 0.050, -0.268, 0.120, -0.088, 0.053, -0.019, -0.035, 0.043, -0.063, -0.202, -0.025, 0.119, 0.114, 0.120, 0.128, 0.130, 0.115, 0.105, 0.087, 0.029, 0.071, 0.038, -0.027, -0.031, 0.022, -0.278, 0.148, -0.085, 0.026, -0.030, -0.031, 0.013, -0.101, -0.254, 0.026, 0.123, 0.118, 0.127, 0.142, 0.135, 0.123, 0.122, 0.123, -0.051, -0.013, 0.026, -0.098, -0.089, 0.050, -0.257, 0.114, -0.115, -0.005, -0.024, -0.027, 0.052, -0.097, -0.285, 0.132, 0.096, 0.131, 0.134, 0.120, 0.123, 0.112, 0.114, 0.125, -0.023, 0.000, 0.034, -0.034, -0.066, 0.017, -0.279, 0.044, -0.072, 0.009, 0.009, -0.012, 0.050, -0.053, -0.320, 0.108, 0.125, 0.126, 0.124, 0.132, 0.131, 0.127, 0.096, 0.129, -0.039, -0.047, 0.023, -0.105, -0.100, 0.004, -0.239, 0.118, -0.055, 0.079, 0.002, 0.007, 0.046, -0.123, -0.247, 0.133, 0.110, 0.111, 0.125, 0.127, 0.130, 0.119, 0.124, 0.137], "charge": 2, "e_homo_ev": -12.687, "total_energy_ev": -148115.63067, "fmax_ha_per_bohr": 0.09394}

***

Entry 2:
{"formula": "C13H24BrFIN4O4S2", "method": "the ωB97M-V functional and the def2-TZVPD basis", "elements": ["C", "C", "Br", "C", "N", "F", "C", "N", "C", "N", "N", "I", "H", "H", "H", "H", "H", "H", "H", "H", "C", "C", "C", "S", "O", "O", "C", "H", "H", "H", "H", "H", "H", "H", "H", "C", "C", "C", "S", "O", "O", "C", "H", "H", "H", "H", "H", "H", "H", "H"], "positions_angstrom": [[1.0027, -0.9981, -1.9576], [0.2243, -0.3578, -3.1461], [1.3625, -0.0077, -4.6950], [-0.5099, 0.9434, -2.6695], [-1.4225, 0.5955, -1.6000], [-0.9825, 0.8991, -0.3442], [-2.6222, 0.0234, -1.6303], [-3.2962, -0.2554, -0.4724], [-4.4162, -0.8410, -0.9317], [-4.4416, -0.8917, -2.2536], [-3.2942, -0.3375, -2.7436], [-3.0286, -0.2280, -4.7545], [0.2770, -1.2319, -1.1498], [1.8128, -0.3517, -1.5907], [1.3613, -1.9868, -2.3040], [-0.5009, -1.1328, -3.4623], [0.2976, 1.5799, -2.2513], [-0.9527, 1.5211, -3.4963], [-5.1948, -1.2066, -0.2512], [-5.1562, -1.2800, -2.8595], [-2.4879, -0.4311, 3.8960], [-3.0919, -1.0798, 5.1463], [-4.3574, -1.8267, 4.7104], [-4.0985, -2.2934, 2.9986], [-5.0516, -1.5791, 2.1716], [-3.9350, -3.7212, 2.9099], [-2.5008, -1.5124, 2.8212], [-1.4792, -0.0614, 4.0788], [-3.1061, 0.4146, 3.5831], [-2.3755, -1.7866, 5.5713], [-3.3176, -0.3415, 5.9152], [-4.5230, -2.7232, 5.3039], [-5.2365, -1.1849, 4.7541], [-2.3924, -1.1183, 1.8124], [-1.7392, -2.2687, 3.0140], [6.3437, 1.9841, -1.6629], [6.1371, 2.4710, -0.2244], [4.6266, 2.5167, 0.0321], [3.9001, 1.2761, -1.0395], [3.0665, 1.9386, -2.0185], [3.4063, 0.1816, -0.2370], [5.4232, 0.7797, -1.8291], [7.3832, 1.7217, -1.8561], [6.0583, 2.7723, -2.3643], [6.6069, 1.7688, 0.4683], [6.5928, 3.4468, -0.0591], [4.3844, 2.2823, 1.0667], [4.2032, 3.4833, -0.2385], [5.2326, 0.5226, -2.8695], [5.8080, -0.0875, -1.2917]], "forces_ev_per_angstrom": [[-0.5, -0.3, -0.8], [-0.3, -0.5, 1.1], [-0.4, 0.1, 0.4], [1.8, -0.5, -0.5], [0.0, 0.6, -0.6], [-0.1, -0.1, -0.1], [0.4, 0.4, 1.4], [-0.7, -0.6, -1.9], [0.7, 0.6, 1.2], [-1.2, -0.6, 0.1], [0.2, 0.0, 0.1], [0.0, 0.0, 0.0], [0.4, 0.3, -0.3], [-0.4, -0.5, -0.1], [0.2, 0.6, 0.3], [0.3, 0.6, -0.2], [-0.7, -0.2, 0.0], [-0.2, -0.3, 0.5], [0.3, 0.0, -0.4], [0.2, 0.1, 0.0], [-0.1, 0.1, 0.1], [0.1, 0.0, 0.0], [-0.1, 0.2, 0.4], [0.4, 0.0, 0.3], [0.0, -0.2, -0.2], [-0.3, 0.1, -0.3], [0.3, 0.3, 0.0], [0.0, 0.0, 0.0], [0.0, 0.0, 0.0], [0.0, 0.0, 0.0], [0.0, 0.0, 0.0], [-0.1, -0.1, -0.2], [0.0, -0.1, -0.1], [-0.1, -0.1, 0.0], [-0.1, -0.1, 0.0], [0.0, 0.1, 0.0], [0.1, -0.1, 0.0], [0.2, 0.3, 0.2], [0.7, 0.1, 0.2], [-0.4, -0.2, 0.1], [-0.3, 0.1, -0.1], [0.3, 0.0, -0.2], [0.0, 0.0, 0.0], [0.0, -0.1, 0.0], [0.0, 0.0, 0.0], [0.0, 0.0, 0.0], [-0.2, 0.0, -0.1], [-0.1, -0.1, -0.1], [-0.2, 0.0, 0.1], [-0.1, 0.0, 0.0]], "lowdin_charge": [-0.114, -0.772, 0.705, -0.196, -0.042, 0.077, -0.329, 0.195, -0.066, 0.035, -0.444, 1.137, 0.085, 0.033, 0.091, 0.033, 0.136, 0.084, 0.145, 0.161, -0.219, -0.210, -0.216, 0.671, -0.347, -0.317, -0.235, 0.118, 0.120, 0.120, 0.118, 0.107, 0.107, 0.074, 0.112, -0.215, -0.209, -0.216, 0.665, -0.341, -0.334, -0.224, 0.120, 0.122, 0.120, 0.118, 0.105, 0.107, 0.110, 0.113], "charge": 1, "e_homo_ev": -12.492, "total_energy_ev": -130541.54203, "fmax_ha_per_bohr": 0.04111}